C9H13N3OP as an isolated structure in a non-equilibrium geometry. Source: OMol25; level of theory: wB97M-V/def2-TZVPD.

Element x y z (Å)
C (-4.344283, -1.017346, -0.003155)
C (-4.660203, 0.350877, 0.229896)
C (-3.113446, -1.523686, -0.057056)
C (-3.697397, 1.299088, 0.161541)
C (-2.070469, -0.566915, 0.014534)
C (-2.398381, 0.830617, 0.015443)
C (2.427805, 1.802554, 0.341478)
C (1.983428, -0.416127, -1.619287)
C (1.677369, -1.037941, 1.366000)
N (-0.722748, -0.661808, -0.075323)
N (-0.208537, 0.527904, -0.119314)
N (-1.231770, 1.509130, -0.027512)
O (-0.981703, 2.725894, 0.118878)
P (1.509897, 0.208154, 0.001465)
H (-5.122174, -1.676916, 0.186263)
H (-5.683938, 0.667023, 0.526647)
H (-2.893058, -2.640334, -0.131617)
H (-3.807035, 2.271001, 0.443923)
H (2.067921, 2.079570, 1.413501)
H (2.213882, 2.587002, -0.407343)
H (3.368811, 1.654406, 0.588527)
H (2.958020, -0.779677, -1.559796)
H (2.231390, 0.417987, -2.433958)
H (1.242001, -1.305548, -1.877036)
H (1.528460, -2.058569, 1.038132)
H (0.753290, -0.865045, 2.042109)
H (2.561785, -0.719054, 1.957080)

Forces on the atoms, in the same order (eV/Å):
C -0.6294 0.5876 1.1765
C -0.6467 0.9512 -0.0178
C 1.8753 -1.8709 -0.1787
C 0.0261 -1.6491 0.2236
C 1.7143 1.3912 -1.1394
C 1.6671 -1.5072 -0.1870
C -6.1046 0.0350 1.4085
C -1.9123 0.4164 -1.6869
C -1.6339 2.1538 1.0022
N -2.0843 -3.0822 -0.2414
N -0.3456 1.1412 0.3781
N 1.2153 0.8747 0.6606
O -0.0109 -0.4718 -0.3824
P 0.1932 1.4345 -0.0999
H -1.5108 -1.2932 -0.3694
H 0.8069 -0.5121 -0.4852
H -0.3866 1.7827 0.1751
H -0.7189 2.6905 0.3376
H -0.1207 0.0827 -1.9118
H 0.1073 -0.5076 0.5197
H 4.9155 -1.0467 0.1683
H 1.7472 -1.2470 0.6640
H -1.6186 -1.5464 1.6612
H 1.5589 2.1466 0.0837
H 0.7013 -0.0959 -0.2534
H 1.4662 0.0088 -1.0276
H -0.2711 -0.8666 -0.4781

Output
HOMO (spin up / spin down) = -0.420 / -0.420 hartree
Energy relative to the best compared isomer or geometry (same formula, charge and spin) = 433.7 kJ/mol
Strongest force on any atom = 6.27 eV/Å
Spin multiplicity = 1
Charge = +1
LUMO (spin up / spin down) = -3.830 / -3.830 eV

In the natural (NBO) picture, each atom carries the following charge in e: C -0.176; C -0.166; C -0.208; C -0.188; C 0.139; C 0.044; C -0.922; C -1.015; C -0.943; N -0.308; N -0.324; N 0.287; O -0.466; P 1.705; H 0.229; H 0.244; H 0.250; H 0.240; H 0.279; H 0.297; H 0.254; H 0.271; H 0.307; H 0.308; H 0.295; H 0.295; H 0.272